(1)
Computed, not measured: a structure of composition C16H33HfN2OPSSbSe4 in a non-equilibrium geometry, with wB97M-V/def2-TZVPD.

Calculated values
Gap between HOMO and LUMO, eV: 5.29
LUMO, eV: -4.3
Total charge: +1
HOMO energy, eV: -9.568

```
60
Properties=species:S:1:pos:R:3:forces:R:3
Hf 0.648054 0.523167 0.229204 -3.44 -0.14 2.40
Se 0.780241 1.811176 4.864620 0.86 0.37 0.70
Sb -0.807394 1.925259 3.127432 -1.03 -0.01 1.75
Se -0.644598 -0.465071 2.535124 0.54 -0.84 -1.66
Se 0.172701 2.867568 1.084147 1.05 0.32 -1.75
Se -2.982054 2.816425 3.373992 -0.17 -0.04 -0.23
C -3.416492 -0.370677 -2.923011 0.35 0.10 0.90
C -2.043763 -0.854950 -2.455715 0.05 1.08 0.83
C -0.911650 -0.197174 -3.225679 -0.53 -1.04 -1.65
P -1.718669 -0.654697 -0.602058 -0.98 -0.16 -0.70
C -3.051656 0.481692 0.132708 1.20 0.50 0.69
C -3.225436 1.838935 -0.565521 2.19 0.79 -0.17
C -4.396692 -0.129521 0.495436 0.18 0.32 0.34
C -1.990640 -2.439135 -0.000747 -0.71 0.57 -0.17
C -3.119931 -3.241720 -0.722713 0.33 2.24 -0.52
C -0.735842 -3.284680 -0.040905 1.38 0.66 0.45
H -3.788648 -0.948236 -3.737484 -0.35 -0.84 -0.44
H -3.348435 0.617402 -3.337455 0.00 0.76 0.19
H -4.100218 -0.384188 -2.073521 -0.30 0.04 -0.48
H -2.023144 -1.920679 -2.509888 0.34 -0.71 -0.58
H -0.859665 0.863104 -3.058755 -0.02 0.44 0.31
H -1.088103 -0.305333 -4.337580 0.31 -0.05 1.06
H 0.023905 -0.684405 -2.969709 0.40 0.13 -0.13
H -2.546837 0.765968 1.095233 -0.56 -0.60 -0.74
H -4.179582 1.974699 -0.992251 -1.09 -0.15 -0.84
H -2.428031 2.092784 -1.336132 -0.90 -0.44 0.70
H -3.140870 2.643238 0.181201 0.04 -0.30 -0.04
H -5.154030 0.069977 -0.269995 0.09 -0.21 0.19
H -4.683723 0.352486 1.436924 -0.30 -0.08 -0.22
H -4.303948 -1.184039 0.696284 -0.25 -0.36 0.09
H -2.279781 -2.250997 1.050186 0.06 -0.34 -0.39
H -2.830044 -3.522385 -1.752896 -0.23 0.12 0.52
H -4.040286 -2.631938 -0.727813 0.23 -0.59 -0.26
H -3.266492 -4.122810 -0.159187 -0.34 -1.02 0.57
H -0.067538 -3.122247 -0.920962 -0.85 -0.32 0.13
H -1.060396 -4.333015 0.027202 0.63 0.25 0.05
H -0.072289 -2.985048 0.803465 -0.45 -0.58 -0.24
O 2.319370 -0.328384 0.830621 2.15 1.07 2.34
S 2.665191 0.073542 2.519433 -0.36 -1.34 -1.03
C 3.946662 -1.255557 2.761576 -0.36 0.11 -0.17
C 5.075173 -0.548345 3.478660 0.51 0.44 0.58
C 5.212696 0.881655 2.917068 0.94 -1.10 0.17
C 3.839344 1.465336 2.890499 -0.24 1.03 -1.58
H 4.185104 -1.664854 1.766366 -0.04 0.51 0.23
H 3.496582 -2.080975 3.328103 -0.06 0.43 -0.01
H 6.007196 -1.106147 3.393258 -0.03 -0.04 -0.03
H 4.838550 -0.472594 4.537866 -0.03 -0.14 0.17
H 5.662252 0.759839 1.939959 -0.21 0.28 -0.60
H 5.935513 1.508019 3.456141 -0.40 -0.21 0.23
H 3.751091 2.275010 2.125477 -0.32 -0.62 0.51
H 3.466146 1.898780 3.842707 -0.15 -0.63 -0.43
N 2.938222 1.029844 -1.731815 -0.49 0.86 0.43
C 3.455454 1.773161 -2.705676 -1.02 1.13 -1.38
C 2.397281 2.602803 -3.242793 0.34 -2.32 2.15
C 1.269578 2.261425 -2.447058 2.24 0.39 -0.04
N 1.640532 1.410997 -1.480049 0.66 -1.14 -1.30
H 3.365587 0.335179 -1.112476 -0.06 0.55 -0.31
H 4.509701 1.699130 -2.997917 -0.66 -0.03 0.13
H 2.449548 3.275814 -4.056608 0.10 0.43 -0.50
H 0.255205 2.595391 -2.426521 -0.23 0.45 -0.21
```
Positions in Å, forces in eV/Å.

These are the Mulliken partial charges, in e, on atoms 1 to 4:
1. Hf 1.275
2. Se -0.538
3. Sb 0.901
4. Se -0.572


(2)
Computed, not measured: a cluster of 2 separate species, C6H18N4P2 in total in a non-equilibrium geometry, with wB97M-V/def2-TZVPD.

Calculated values
Relative energy (zero: lowest compared OMol25 entry of this formula, charge and spin), eV: 0.0000
Gap between HOMO and LUMO (spin up / spin down), eV: 7.84 / 7.84
LUMO (spin up / spin down), eV: 0.4 / 0.4
Total charge: 0
HOMO energy (spin up / spin down), eV: -7.476 / -7.477

```
30
Properties=species:S:1:pos:R:3:forces:R:3
C -4.259133 0.718411 -1.585312 -1.89 -1.89 -1.09
C -2.056586 0.578130 -2.832029 -0.37 -0.31 0.83
C 2.880362 1.071401 1.993854 -0.29 3.02 -2.61
C 1.027742 2.189878 0.948435 2.82 1.93 1.40
C 0.936651 -2.928155 1.533465 -0.24 -1.35 2.65
C 1.931554 -1.665324 -0.321860 1.21 0.87 1.42
N -0.795994 -0.021346 -0.320196 5.37 -0.13 2.42
N -2.850300 0.475033 -1.587126 -0.05 0.19 0.44
N 1.726833 0.909408 1.091156 -0.87 -0.80 1.02
N 1.129948 -1.689467 0.925100 2.03 0.96 -1.84
P -2.264028 -0.000443 -0.058408 -2.35 0.68 -0.67
P 0.590255 -0.339610 1.625150 -1.73 1.61 -2.28
H -4.737697 0.363841 -0.608457 0.74 0.31 -1.28
H -4.706329 1.716353 -1.772271 0.92 -0.09 -0.04
H -4.580810 0.028459 -2.429031 -0.81 0.86 0.93
H -2.442432 0.113942 -3.770444 -0.32 0.04 0.99
H -1.860355 1.604536 -3.027282 -0.04 1.13 -0.44
H -1.081258 0.178649 -2.606653 0.27 -0.44 0.06
H 3.594524 1.716157 1.382741 -0.40 -1.03 0.75
H 2.616643 1.724637 2.799192 -0.16 0.05 1.13
H 3.330179 0.191169 2.279990 0.94 -1.99 0.68
H 0.595948 2.676825 1.858388 -0.35 -1.10 -0.18
H 1.790532 3.042331 0.740064 -0.93 -1.64 -0.50
H 0.370692 1.992508 0.180573 -1.80 0.52 -1.62
H 1.879936 -3.260798 2.033865 -0.58 -0.07 -0.24
H 0.190479 -2.709214 2.353154 0.59 -0.91 -0.64
H 0.598133 -3.771738 0.902761 -0.10 0.73 -0.04
H 1.668376 -0.750705 -0.865339 -0.26 -0.68 -0.28
H 3.056017 -1.528448 -0.088501 -1.57 -0.63 -0.27
H 1.720118 -2.626418 -0.774979 0.22 0.18 -0.71
```
Positions in Å, forces in eV/Å.

These are the Mulliken partial charges, in e, on atoms 1 to 4:
1. C -0.876
2. C -0.770
3. C -1.111
4. C -1.043


(3)
Computed, not measured: a structure of composition C25H32F3NO4S in a non-equilibrium geometry, with wB97M-V/def2-TZVPD.

Calculated values
Relative energy (zero: lowest compared OMol25 entry of this formula, charge and spin), eV: 1.0536
Gap between HOMO and LUMO, eV: 8.39
LUMO, eV: -0.5
Total charge: 0
HOMO energy, eV: -8.868

```
66
Properties=species:S:1:pos:R:3:forces:R:3
C 36.122907 43.427699 38.724692 -2.40 0.77 -7.66
C 35.172821 42.447937 38.091441 2.12 -3.24 -6.28
O 35.422891 41.999965 36.821503 -2.79 2.43 8.64
N 34.035795 41.868697 39.018907 3.00 0.23 -2.20
H 34.208454 42.073417 40.151989 1.46 -1.45 0.86
H 33.314849 42.427601 38.792894 -3.45 3.21 -0.94
C 33.653516 40.574855 38.514303 -0.01 -4.52 3.04
H 35.540229 44.331904 38.746171 0.37 0.86 0.75
H 36.911341 43.408954 37.925485 -0.61 0.83 0.81
H 36.503390 43.013212 39.496183 2.16 -2.12 6.14
H 32.795563 40.010024 39.065437 0.82 1.96 -1.00
H 34.438195 39.938229 38.931088 0.30 -0.24 -0.33
H 33.667616 40.330367 37.471444 -0.25 1.02 -0.64
O 34.614165 41.853535 41.467758 -0.57 0.23 -0.29
H 35.170761 41.709803 42.253399 -0.34 0.32 -1.00
F 29.642323 40.760176 46.155211 -1.31 -0.76 3.05
C 29.975102 41.042567 44.974239 4.18 1.65 -6.86
C 31.412031 41.529128 44.717194 -4.68 -0.38 -3.12
C 31.757431 41.883901 43.364087 1.02 0.09 0.75
C 30.849526 41.765516 42.325055 -3.62 -2.87 6.78
C 29.575277 41.128510 42.491913 0.91 -0.02 1.34
C 29.125652 40.796150 43.802407 -0.06 0.01 1.32
H 32.073252 41.778098 45.475119 0.95 -0.01 1.61
H 32.815123 42.203826 43.014208 -1.62 -0.50 1.10
H 30.984652 41.827747 41.395250 2.36 1.28 -7.25
H 29.056387 40.772754 41.554937 0.21 0.72 1.39
H 28.084214 40.351354 43.961598 1.70 0.59 -0.14
F 35.881164 41.975778 49.033520 0.84 -1.28 -1.81
C 36.026933 41.404787 47.751342 -2.03 1.26 -0.66
C 34.903214 41.480806 46.920591 0.93 -0.62 2.26
C 35.040214 41.093231 45.569040 -0.38 0.95 3.38
C 36.199786 40.663613 45.024885 1.73 0.63 0.58
C 37.357139 40.566893 45.901694 -5.03 1.11 -0.92
C 37.215183 40.977951 47.204778 2.09 0.30 1.99
H 34.005421 41.792225 47.518109 0.45 -0.17 -1.49
H 34.149658 41.319692 45.130784 -1.98 0.02 -2.46
H 36.225591 40.709830 43.929966 0.52 -0.91 0.44
H 38.179468 40.238350 45.422996 3.18 -0.83 -0.79
H 38.082401 41.110058 47.879862 -0.28 -0.53 -0.58
F 35.719317 35.877851 41.538349 -0.86 1.53 -0.07
C 34.690083 36.686771 41.978445 -1.46 -1.05 3.20
C 34.363138 37.972583 41.563135 1.08 0.47 -0.79
C 33.317157 38.749390 42.144522 -1.50 -2.44 -0.08
C 32.448511 38.083574 43.001344 0.44 -1.48 0.43
C 32.745638 36.722740 43.479811 5.56 5.63 -7.00
C 33.928133 36.089095 43.149746 0.91 2.99 -3.43
H 34.899890 38.540939 40.777964 0.08 -0.95 0.43
H 32.960884 39.677897 41.697941 0.82 0.07 0.36
H 31.551741 38.583417 43.366222 0.16 -0.11 -0.04
H 32.322894 36.328073 44.191446 -5.15 -3.61 7.31
H 34.391397 35.372118 43.791007 -0.05 -0.93 -0.21
C 30.969808 46.328901 41.776905 -5.14 1.58 -2.42
C 31.668459 45.192523 42.447851 -0.42 0.04 5.59
C 32.580229 44.551783 41.525881 -2.24 3.44 -2.98
S 33.162635 45.919701 40.450167 -2.84 2.06 -2.39
O 32.863483 45.662833 39.020364 0.91 -0.69 1.66
O 34.409202 46.487384 40.830994 2.02 -0.71 0.26
C 31.990589 47.178398 40.974095 -0.09 1.08 -0.85
H 30.241490 47.073392 42.497859 2.13 -2.50 -2.00
H 30.143273 45.744314 40.859209 2.32 1.96 2.79
H 30.990450 44.430482 42.930799 0.22 0.74 -1.07
H 32.128349 45.554023 43.442108 0.05 -0.14 -1.62
H 32.033687 43.974957 40.857865 -1.29 -1.16 -1.41
H 33.459980 44.142359 41.513697 5.07 -3.15 2.34
H 31.776061 47.854420 39.996307 -0.26 -2.01 2.33
H 32.558752 47.869664 41.632359 -0.32 -0.62 -0.15
```
Positions in Å, forces in eV/Å.

These are the Mulliken partial charges, in e, on atoms 1 to 4:
1. C -0.957
2. C 0.681
3. O -0.550
4. N 0.191